(1)
The following is a quantum chemistry calculation of a structure of composition C37H35GeMnN4O6, from the OMol25 dataset.

XYZ file:
```
84
C37H35GeMnN4O6 (wB97M-V/def2-TZVPD)
Ge 2.910 3.930 -0.623
Mn -0.678 -0.079 0.435
O -1.735 -1.584 0.647
O 0.723 1.142 0.144
O -2.836 -3.328 -0.212
O 0.995 -1.638 -0.500
O 0.517 -1.148 2.051
O 0.361 1.570 2.294
N -4.503 2.985 -3.095
N -4.085 1.890 -0.900
N -1.339 -0.592 -1.747
N -2.138 1.150 0.333
C -2.289 -2.270 -0.339
C -3.071 1.512 -0.281
C 3.404 3.938 -2.506
C -0.079 1.828 -4.171
C 5.014 3.354 -4.224
C 3.366 2.179 0.163
C -1.698 0.423 -5.282
C 2.608 4.538 -3.486
C -1.244 4.481 -1.186
C -0.809 1.455 -5.328
C 1.592 -1.541 -1.794
C -0.261 1.164 -2.993
C 5.525 7.249 1.598
C 1.058 4.471 -0.423
C -1.583 5.364 -0.167
C 1.125 1.558 1.345
C 4.000 5.266 0.314
C -0.156 -1.231 3.316
C 4.209 3.952 -5.190
C 0.065 4.031 -1.307
C 1.175 -2.351 1.696
C 1.940 -2.047 0.466
C -2.177 -1.596 -1.687
C -2.928 -2.042 -2.785
C -1.174 0.080 -2.929
C -2.791 -1.387 -3.970
C 4.614 3.350 -2.893
C -0.613 5.794 0.731
C 3.009 4.547 -4.820
C -1.898 -0.297 -4.078
C 3.806 6.626 0.032
C 4.559 7.608 0.664
C 4.977 4.925 1.252
C -4.275 2.479 -2.075
C 2.598 1.895 1.478
C 0.701 5.355 0.600
C 5.735 5.907 1.890
H 3.169 1.384 -0.555
H -2.606 5.711 -0.070
H 1.450 5.701 1.304
H 0.445 -3.144 1.520
H 6.113 8.013 2.095
H -3.598 -2.879 -2.649
H -0.661 2.004 -6.253
H 4.521 3.957 -6.229
H 2.418 -0.824 -1.787
H 0.628 2.653 -4.222
H 1.967 -2.517 -2.103
H 2.654 -1.240 0.653
H 4.441 2.188 0.344
H 4.390 8.655 0.430
H 2.679 2.727 2.176
H -0.878 6.475 1.534
H 6.488 5.619 2.616
H 3.054 6.922 -0.696
H 1.671 5.012 -3.210
H 0.559 -1.516 4.085
H -0.962 -1.965 3.263
H 5.956 2.895 -4.509
H 0.841 -1.209 -2.496
H -0.551 -0.247 3.534
H 2.486 -2.931 0.135
H -3.365 -1.690 -4.838
H 0.309 3.324 -2.095
H -2.004 4.141 -1.888
H 5.160 3.886 1.505
H 1.855 -2.654 2.490
H 2.383 5.022 -5.569
H 0.281 1.437 -2.092
H -2.270 0.143 -6.162
H 5.255 2.887 -2.145
H 3.005 1.021 1.996
```

Calculated values
frontier orbital gap (spin up / spin down)	7.433 / 8.344	eV
⟨S²⟩	6.044
spin multiplicity	5

***

(2)
The following is a quantum chemistry calculation of a structure of composition C37H36BrIIrNOP, from the OMol25 dataset.

XYZ file:
```
79
C37H36BrIIrNOP (wB97M-V/def2-TZVPD)
Ir 0.505 -0.410 -0.333
I 1.160 -1.471 -2.896
Br 4.476 -2.518 -2.371
P 1.294 1.736 -0.336
O 2.143 -1.659 0.633
N -1.725 -0.683 -0.231
C -1.935 0.437 -2.386
C -0.205 4.227 -3.876
C 1.077 4.496 2.643
C -0.187 2.112 1.983
C -5.220 -2.245 2.937
C 3.990 2.639 -0.738
C 5.345 2.394 -0.571
C -0.279 3.729 -1.524
C -3.116 1.327 -0.385
C 3.076 1.643 -0.435
C -3.469 -1.434 1.349
C 4.888 0.142 0.215
C 0.724 2.783 -1.694
C 2.339 -5.639 -0.718
C -0.574 2.809 3.121
C 3.052 -3.623 -1.818
C 1.012 -5.287 -0.911
C -1.146 -2.100 1.591
C 1.721 -3.281 -2.009
C -2.679 0.048 -1.112
C -2.800 -2.953 3.077
C 0.700 -4.104 -1.560
C 0.056 3.999 3.448
C 1.276 2.572 -2.962
C -2.133 -1.369 0.856
C -3.889 -0.802 -1.562
C -1.462 -2.891 2.668
C 3.356 -4.812 -1.171
C 2.484 -0.593 0.053
C -0.744 4.448 -2.618
C 3.507 0.363 -0.006
C 0.830 2.610 1.173
C 1.466 3.804 1.509
C -0.394 -3.649 3.410
C -3.798 -2.210 2.439
C 0.811 3.293 -4.049
C 5.775 1.152 -0.073
H -0.333 -3.819 -1.717
H -0.240 4.541 4.337
H -1.012 0.973 -2.167
H -1.705 -0.445 -2.985
H -4.777 -0.658 -0.953
H -0.674 1.179 1.725
H 6.070 3.161 -0.807
H 3.650 3.605 -1.097
H -2.247 1.951 -0.169
H 1.243 3.135 -5.028
H -5.352 -3.002 3.708
H 2.076 1.851 -3.086
H -2.567 1.098 -2.981
H 2.591 -6.562 -0.214
H -0.687 3.916 -0.537
H -0.567 4.792 -4.725
H 1.573 5.421 2.905
H -0.714 -4.670 3.619
H -3.640 -1.864 -1.571
H -1.523 5.187 -2.483
H -1.363 2.420 3.752
H 5.231 -0.820 0.573
H 0.532 -3.684 2.837
H -4.250 -0.859 0.884
H -3.622 1.109 0.555
H -0.099 -2.032 1.308
H -5.914 -2.461 2.124
H -3.065 -3.580 3.922
H 6.834 0.985 0.076
H 0.216 -5.932 -0.563
H 4.393 -5.080 -1.020
H 2.265 4.190 0.889
H -4.157 -0.517 -2.579
H -0.180 -3.171 4.368
H -3.795 1.894 -1.022
H -5.499 -1.280 3.363
```

Calculated values
frontier orbital gap (spin up / spin down)	6.182 / 6.725	eV
⟨S²⟩	6.081
net charge	+1
spin multiplicity	5

***

Energy relative to the best compared isomer or geometry (same formula, charge and spin) (kJ/mol)
19.7 0.0